(1)
Here is a molecular structure, C22H39IrN2O2P3 at a distorted geometry from the OMol25 dataset. Energies are from the ωB97M-V functional and the def2-TZVPD basis.

Element x y z (Å)
P 4.504 -1.673 -0.375
C 4.304 -1.310 1.430
H 5.264 -1.017 1.878
H 3.913 -2.200 1.941
H 3.582 -0.488 1.543
C 6.211 -2.372 -0.430
H 6.443 -2.659 -1.463
H 6.236 -3.283 0.180
H 6.980 -1.678 -0.076
C 4.829 0.081 -0.876
H 5.768 0.452 -0.442
H 3.997 0.731 -0.566
H 4.897 0.086 -1.972
P -1.391 4.401 -0.440
C -1.333 4.927 1.312
H -1.625 5.981 1.388
H -0.320 4.778 1.709
H -2.030 4.296 1.881
C -0.318 5.581 -1.319
H -0.429 5.401 -2.397
H 0.730 5.432 -1.035
H -0.645 6.594 -1.074
C -3.008 4.996 -1.014
H -3.092 6.062 -0.789
H -3.797 4.425 -0.512
H -3.075 4.830 -2.098
P -2.934 -3.549 -0.196
C -3.093 -2.723 1.464
H -3.906 -3.134 2.076
H -3.282 -1.649 1.302
H -2.138 -2.840 1.998
C -4.655 -3.244 -0.786
H -5.380 -3.947 -0.350
H -4.648 -3.346 -1.883
H -4.920 -2.208 -0.522
C -2.938 -5.341 0.157
H -3.849 -5.656 0.667
H -2.056 -5.587 0.759
H -2.848 -5.861 -0.804
Ir 0.011 0.402 -1.266
C 1.039 1.580 -0.108
O 1.586 2.249 0.663
C -1.493 0.982 -0.079
O -2.396 1.268 0.586
C -1.477 0.317 -2.802
C -0.855 -0.919 -2.692
C 0.543 -1.018 -2.737
C 1.266 0.161 -2.978
C 0.649 1.408 -2.998
C -0.734 1.507 -2.837
H -2.550 0.401 -2.683
H -1.473 -1.799 -2.505
H 1.054 -1.972 -2.627
H 2.353 0.122 -3.052
H 1.226 2.332 -3.004
H -1.201 2.474 -2.691
N 0.712 -2.111 0.665
C 0.302 -1.402 1.742
C 0.346 -1.987 3.033
C 0.144 -1.166 4.132
C -0.196 0.177 3.916
C -0.344 0.639 2.608
N -0.120 -0.142 1.553
H 0.729 -1.694 -0.276
H 0.992 -3.077 0.767
H 0.642 -3.033 3.089
H 0.272 -1.551 5.144
H -0.332 0.883 4.733
H -0.644 1.681 2.441

Its spin multiplicity is 6. As for the charge: +4. Its HOMO energy (alpha / beta) is -16.3775 / -18.5816 eV. For the total energy, the calculation gives -2248.350523 hartree. Its LUMO energy (alpha / beta) is -10.21 / -14.10 eV.

---

(2)
Here is a molecular structure, C22H39N2OPSiW at a distorted geometry from the OMol25 dataset. Energies are from the ωB97M-V functional and the def2-TZVPD basis.

Element x y z (Å)
W -0.315 -0.290 -0.713
Si 1.999 0.179 -1.110
P -0.793 0.391 -3.055
N -0.689 -2.090 -1.125
H -0.357 2.408 0.984
C -2.579 0.706 -3.124
H -2.849 1.012 -4.145
H -2.864 1.499 -2.417
H -3.126 -0.210 -2.868
C -0.044 1.917 -3.695
H -0.420 2.076 -4.715
H 1.047 1.819 -3.720
H -0.312 2.777 -3.065
C -0.457 -0.893 -4.293
H -0.737 -0.512 -5.285
H -1.043 -1.790 -4.058
H 0.609 -1.153 -4.280
C 2.517 2.008 -0.987
H 2.210 2.458 -0.036
H 2.099 2.592 -1.814
H 3.614 2.037 -1.049
H 2.930 -0.472 -0.136
H 2.508 -0.188 -2.470
C -0.691 -3.385 -1.411
C -1.704 -5.591 -1.208
C -1.826 -4.217 -1.128
C 0.500 -4.000 -1.923
C 0.590 -5.379 -1.975
C -0.499 -6.183 -1.616
H -2.560 -6.217 -0.950
H -2.746 -3.717 -0.812
H 1.331 -3.344 -2.208
H 1.526 -5.836 -2.303
H -0.413 -7.268 -1.658
C -1.042 2.682 0.135
O -0.823 1.670 -0.795
C -2.476 2.660 0.624
H -2.768 3.646 1.013
H -2.609 1.936 1.437
H -3.164 2.401 -0.193
C -0.655 4.003 -0.518
H -1.218 4.126 -1.455
H 0.414 4.046 -0.754
H -0.899 4.861 0.122
C 2.279 -0.258 3.974
N 1.874 1.168 3.853
C 2.988 2.086 4.206
C 1.245 1.468 2.495
C 0.098 0.524 2.325
C -0.985 0.551 3.227
C -1.822 -0.565 3.326
C -1.521 -1.741 2.640
C -0.462 -1.759 1.713
C 0.129 -0.516 1.377
H 2.952 -0.502 3.146
H 1.398 -0.898 3.949
H 2.798 -0.372 4.931
H 1.112 1.322 4.538
H 3.813 1.920 3.502
H 2.629 3.117 4.141
H 3.307 1.855 5.225
H 0.966 2.531 2.523
H 2.026 1.329 1.739
H -1.159 1.444 3.844
H -2.684 -0.534 3.995
H -2.099 -2.654 2.813
H -0.096 -2.689 1.271

Its spin multiplicity is 3. Its HOMO energy (alpha / beta) is -4.5024 / -6.4778 eV. For the total energy, the calculation gives -1744.199090 hartree. Its LUMO energy (alpha / beta) is -0.24 / -0.26 eV.

---

(3)
Here is C22H39N3O4 in the gas phase from the OMol25 dataset. Energies are from the ωB97M-V functional and the def2-TZVPD basis.

Element x y z (Å)
C 5.937 -5.808 2.443
C 4.418 -5.799 2.347
O 3.908 -4.478 2.182
C 3.941 -3.989 0.920
O 4.300 -4.628 -0.042
N 3.547 -2.695 0.863
C 2.983 -1.963 1.972
C 1.483 -1.749 1.757
C 1.250 -1.036 0.421
N -0.164 -0.836 0.179
C -0.743 0.377 0.158
O -0.124 1.416 0.304
C -2.252 0.374 -0.081
N -2.571 1.610 -0.754
C -3.250 1.643 -1.918
O -3.796 0.656 -2.375
C -3.296 2.981 -2.647
C -2.059 3.109 -3.550
C -0.815 3.546 -2.784
C -1.045 4.893 -2.099
C 0.215 5.349 -1.370
C -2.218 4.791 -1.124
C -3.483 4.239 -1.787
C -3.050 0.230 1.240
C -2.776 -1.122 1.896
C -2.772 1.387 2.214
C -3.798 2.510 2.099
C 1.888 -1.841 -0.713
C 3.374 -2.058 -0.424
H 6.365 -5.457 1.508
H 6.268 -5.160 3.251
H 6.284 -6.820 2.632
H 4.091 -6.415 1.503
H 3.962 -6.161 3.271
H 3.166 -2.515 2.893
H 3.485 -0.991 2.034
H 1.075 -1.154 2.575
H 0.978 -2.718 1.746
H 1.690 -0.033 0.460
H -0.728 -1.657 0.032
H -2.535 -0.444 -0.754
H -1.996 2.392 -0.477
H -4.171 2.894 -3.302
H -1.881 2.155 -4.050
H -2.272 3.853 -4.322
H -0.536 2.798 -2.039
H 0.020 3.633 -3.483
H -1.297 5.632 -2.870
H 0.505 4.611 -0.625
H 1.039 5.472 -2.069
H 0.046 6.300 -0.868
H -1.915 4.186 -0.267
H -2.448 5.785 -0.731
H -4.244 4.049 -1.026
H -3.875 5.017 -2.447
H -4.107 0.260 0.955
H -3.449 -1.264 2.739
H -1.754 -1.177 2.265
H -2.945 -1.936 1.193
H -1.772 1.786 2.039
H -2.792 1.004 3.236
H -3.536 3.331 2.764
H -3.847 2.891 1.083
H -4.787 2.150 2.375
H 1.769 -1.314 -1.661
H 1.394 -2.812 -0.793
H 3.826 -2.703 -1.178
H 3.896 -1.095 -0.411

Its HOMO energy is -9.3071 eV. For the total energy, the calculation gives -1327.029790 hartree. Its LUMO energy is 0.65 eV.